1.
Entry from the OMol25 dataset: a cluster of 2 separate species, C2H2FNO in total at a distorted geometry (wB97M-V/def2-TZVPD).

Energy relative to the best compared isomer or geometry (same formula, charge and spin) = 3.278 eV
LUMO (alpha / beta) = -1.7 / -1.7 eV
HOMO energy (alpha / beta) = -0.4036 / -0.3996 Eh
Gap between HOMO and LUMO (alpha / beta) = 9.271 / 9.173 eV
Calculated total energy = -8357.341 eV

Cartesian coordinates (Å):
C1 -2.42545 0.13159 0.18505
C2 -1.18370 -0.43476 -0.31552
N1 -3.25742 0.81878 0.55423
O1 0.09025 0.78524 0.87677
F1 -0.64848 -1.56641 0.15658
H1 -0.92891 -0.12690 -1.36153
H2 0.17620 1.44847 0.21517

***

2.
Entry from the OMol25 dataset: a structure of composition C21H23N6O4PtS5Sb (wB97M-V/def2-TZVPD).

Energy relative to the best compared isomer or geometry (same formula, charge and spin) = 0.000 eV
LUMO = -2.4 eV
HOMO energy = -0.2838 Eh
Gap between HOMO and LUMO = 5.334 eV
Calculated total energy = -103240.654 eV

Cartesian coordinates (Å):
Pt1 -0.02124 -0.77115 -2.26855
S1 1.70468 -3.90957 -5.08507
Sb1 1.65622 -1.66231 -5.13337
S2 -0.59636 -1.01891 -4.48261
S3 2.19322 -0.92816 -2.86570
S4 2.65898 -0.46363 -6.70057
C1 2.71741 -4.15134 -0.10238
C2 1.29824 -3.77693 -0.41385
C3 0.92765 -3.50814 -1.74338
C4 -0.35654 -3.06714 -2.06159
C5 -1.30130 -2.94005 -1.00522
C6 -0.98849 -3.28221 0.27798
C7 0.32177 -3.71028 0.55787
S5 -2.85614 -2.20467 -1.38396
O1 -3.51491 -1.88614 -0.15379
O2 -3.48728 -2.93683 -2.43016
N1 -2.33114 -0.72434 -2.08888
C8 -2.97475 0.55031 -1.61803
C9 -1.94573 1.65566 -1.42260
C10 -1.06251 1.87507 -2.64389
O3 -1.32548 2.69520 -3.48104
O4 0.07512 1.15834 -2.71115
H1 3.10428 -4.85472 -0.83954
H2 2.80898 -4.59216 0.88936
H3 3.35149 -3.26262 -0.14901
H4 1.60968 -3.69273 -2.56850
H5 -0.68913 -3.14865 -3.09484
H6 -1.72431 -3.18717 1.06496
H7 0.57351 -3.97107 1.57993
H8 -2.50039 -0.85108 -3.09061
H9 -3.50398 0.34588 -0.69066
H10 -3.71125 0.83613 -2.36711
H11 -1.32271 1.42712 -0.56376
H12 -2.47263 2.58859 -1.22789
C11 2.64775 0.90998 -0.12691
C12 1.41324 0.32721 0.46152
N2 0.37266 -0.24120 -0.14404
C13 -0.58089 -0.45403 0.84261
C14 -0.10858 -0.04447 2.03611
N3 1.15874 0.43340 1.78773
C15 2.00048 1.10445 2.77541
N4 1.20836 1.96793 3.59522
N5 0.98242 1.64576 4.90072
N6 0.10783 2.43559 5.38255
C16 -0.30586 3.30046 4.38177
C17 -1.26025 4.32205 4.40006
C18 -1.48094 4.99066 3.21963
C19 -0.77387 4.66250 2.04084
C20 0.17125 3.66274 2.01132
C21 0.38706 2.99185 3.22000
H13 2.64027 0.81957 -1.20524
H14 3.54339 0.42448 0.26335
H15 2.70410 1.97566 0.10905
H16 -1.55422 -0.85958 0.63451
H17 -0.54604 -0.04663 3.02005
H18 2.76219 1.67227 2.24753
H19 2.47608 0.38062 3.43351
H20 -1.79718 4.56351 5.30733
H21 -2.21166 5.78724 3.18397
H22 -0.98100 5.21781 1.13517
H23 0.70966 3.41987 1.10382

***

3.
Entry from the OMol25 dataset: a cluster of 2 separate species, CH8N2 in total (wB97M-V/def2-TZVPD).

<S²> = 0.754
Energy relative to the best compared isomer or geometry (same formula, charge and spin) = 0.071 eV
LUMO (alpha / beta) = -4.0 / -9.0 eV
HOMO energy (alpha / beta) = -0.4795 / -0.4794 Eh
Gap between HOMO and LUMO (alpha / beta) = 9.018 / 4.085 eV
Calculated total energy = -4137.495 eV
2S+1 = 2
Net charge = +1

Cartesian coordinates (Å):
N1 0.87856 -0.64894 -2.20735
H1 0.98769 -1.10485 -1.32729
H2 1.11450 -1.22622 -2.99198
H3 0.59687 0.29206 -2.37290
C1 -0.75519 0.99457 1.01756
N2 -0.22058 -0.24268 1.45623
H4 -0.36566 1.15003 0.00362
H5 -1.85034 0.97325 0.97740
H6 -0.43642 1.78308 1.69143
H7 0.50587 -0.27239 2.17019
H8 -0.43300 -1.10420 0.94537

***

4.
Entry from the OMol25 dataset: a cluster of 6 separate species, C36H88N4 in total at a distorted geometry (wB97M-V/def2-TZVPD).

Energy relative to the best compared isomer or geometry (same formula, charge and spin) = 3.840 eV
LUMO = 0.8 eV
HOMO energy = -0.2986 Eh
Gap between HOMO and LUMO = 8.892 eV
Calculated total energy = -44700.063 eV
SMILES string = CCN(CC)CC.CCN(CC)CC.CCN(CC)CC.CCN(CC)CC.CCCCCC.CCCCCC

Cartesian coordinates (Å):
C1 4.41793 -1.54713 2.83284
C2 3.25993 -2.50113 2.41784
N1 3.42793 -3.95313 3.05084
C3 3.53593 -4.18913 4.49184
C4 2.33393 -3.59813 5.38284
C5 2.44493 -4.91113 2.45684
C6 2.65193 -5.12513 0.96184
H1 4.28293 -0.60713 2.18984
H2 5.40293 -1.86913 2.45084
H3 4.24293 -1.32513 4.05784
H4 3.14093 -2.34413 1.35184
H5 2.36193 -2.06913 2.67584
H6 4.51693 -3.82013 4.95284
H7 3.79993 -5.22113 4.62584
H8 2.60693 -3.72613 6.29484
H9 1.19193 -4.00113 5.47084
H10 2.06593 -2.63713 5.08784
H11 1.38393 -4.77613 2.58284
H12 2.65693 -5.84913 2.85484
H13 2.39593 -4.31913 0.41884
H14 2.43593 -6.02013 0.46084
H15 3.53493 -5.12413 0.93784
C7 6.10293 0.18787 -0.25516
C8 5.00693 1.23587 -0.34716
N2 3.64593 0.71287 -0.15616
C9 2.53293 1.45187 0.50484
C10 2.17393 2.79587 -0.04916
C11 3.21993 0.07587 -1.48016
C12 2.38793 -1.14713 -1.11216
H16 5.78793 -0.63113 -0.93616
H17 6.27793 0.00687 0.66884
H18 7.02593 0.51287 -0.60116
H19 5.16993 2.03387 -1.28316
H20 5.25493 2.18287 0.31284
H21 2.93593 1.53187 1.49384
H22 1.84493 0.93887 0.77784
H23 1.89993 2.71187 -1.24616
H24 2.89693 3.51687 -0.05616
H25 1.27793 3.17287 0.26384
H26 3.98193 -0.55313 -1.89116
H27 2.82193 0.71187 -2.21816
H28 2.01593 -1.68513 -1.95016
H29 1.54493 -0.96013 -0.23916
H30 3.19193 -2.03013 -0.76216
C13 -0.69007 5.46787 0.55784
C14 -1.45107 4.52887 -0.42216
N3 -2.73507 3.99587 0.31784
C15 -3.73607 5.08287 0.60984
C16 -3.94907 6.00987 -0.62616
C17 -3.30807 2.92587 -0.54016
C18 -4.08407 2.05187 0.22684
H31 0.33493 5.66087 0.28984
H32 -0.50707 4.91487 1.61084
H33 -1.15007 6.45887 0.76584
H34 -0.65707 3.69987 -0.51016
H35 -1.67307 4.90187 -1.39616
H36 -3.36307 5.59887 1.26384
H37 -4.59407 4.47587 0.92684
H38 -4.12907 5.93087 -1.59716
H39 -3.06907 6.73887 -0.51516
H40 -4.85707 6.46687 -0.13016
H41 -2.47307 2.39087 -0.71916
H42 -3.80507 3.24887 -1.43516
H43 -3.64607 2.11987 1.14084
H44 -4.29207 1.11287 -0.26416
H45 -5.04307 2.31387 0.36284
C19 -0.26107 0.86187 -3.43716
C20 -1.29607 1.55687 -4.32316
N4 -2.70607 1.33787 -3.95716
C21 -3.50807 2.44087 -4.38016
C22 -3.55807 2.59787 -5.88816
C23 -3.09007 0.02287 -4.34716
C24 -4.39907 -0.51613 -3.66116
H46 0.75493 1.37987 -3.52216
H47 -0.24507 -0.15213 -3.92216
H48 -0.68107 0.50387 -2.51416
H49 -0.96207 1.19287 -5.28116
H50 -1.22607 2.46087 -4.05616
H51 -3.20307 3.40987 -3.95216
H52 -4.44507 2.28387 -3.93016
H53 -2.56207 2.94187 -6.32316
H54 -4.39807 3.26287 -6.38016
H55 -3.64307 1.67387 -6.44116
H56 -2.40507 -0.64613 -3.99216
H57 -3.28807 0.03487 -5.33316
H58 -4.26507 -0.41413 -2.50616
H59 -4.41307 -1.62313 -3.66416
H60 -5.21107 -0.02013 -4.10416
C25 -3.25807 -1.97713 -0.49116
C26 -1.89307 -2.27613 -1.25816
C27 -1.87007 -3.50613 -2.13516
C28 -0.70207 -3.91013 -2.98516
C29 -0.62607 -5.39813 -3.33616
C30 0.71493 -5.65613 -4.09616
H61 -4.13307 -2.02113 -1.03216
H62 -3.24307 -1.08113 0.15884
H63 -3.15707 -2.75313 0.25484
H64 -1.27407 -2.40213 -0.37416
H65 -1.44407 -1.47213 -1.74616
H66 -2.81107 -3.93613 -2.74616
H67 -1.98807 -4.23513 -1.37216
H68 0.28593 -3.68213 -2.61516
H69 -0.78907 -3.29913 -3.80816
H70 -1.41107 -5.48913 -4.01116
H71 -0.68907 -6.04613 -2.54016
H72 1.71093 -5.21513 -3.50516
H73 0.86693 -5.05913 -5.09316
H74 0.52793 -6.65313 -4.42516
C31 1.36593 0.23087 6.65684
C32 0.50393 1.38687 6.17084
C33 0.26593 1.43987 4.71284
C34 -0.72007 0.41887 4.08884
C35 -0.73207 0.26187 2.53684
C36 -0.80407 1.59887 1.73284
H75 2.38893 0.53687 6.62884
H76 1.17393 -0.52413 6.08184
H77 0.98693 0.13887 7.73184
H78 0.96693 2.31487 6.46284
H79 -0.47007 1.46287 6.66184
H80 1.20693 1.31687 4.12784
H81 -0.22707 2.33087 4.31484
H82 -1.75207 0.62187 4.38384
H83 -0.25407 -0.39513 4.49184
H84 -1.73207 -0.18113 1.98084
H85 0.00093 -0.55913 2.21584
H86 -0.86007 1.33087 0.79384
H87 0.14193 2.25287 1.70384
H88 -1.47207 2.15587 2.22984

***

5.
Entry from the OMol25 dataset: the ion C10H23ClN5S with charge +1 at a distorted geometry (wB97M-V/def2-TZVPD).

LUMO = -2.7 eV
HOMO energy = -0.4603 Eh
Gap between HOMO and LUMO = 9.829 eV
Calculated total energy = -41545.242 eV
SMILES string = CCCNC1=[NH+][C@](CN)(C[C@H](C)Cl)[C@](N)(S)N1
Net charge = +1

Cartesian coordinates (Å):
C1 4.45357 -1.69797 1.61777
C2 2.93090 -1.55102 1.64076
C3 2.45933 -0.08583 1.57706
N1 1.80216 0.27786 0.31341
C4 0.69675 -0.29442 -0.09839
N2 0.03993 -0.04316 -1.24898
C5 -1.40459 0.02764 -0.94044
C6 -2.13623 -0.63238 -2.15581
N3 -1.37681 -1.73747 -2.74205
C7 -2.01298 1.43865 -0.77368
C8 -1.05391 2.63287 -0.91326
C9 -1.22083 3.69952 0.18472
Cl1 -1.29195 3.37097 -2.54156
C10 -1.46536 -0.91543 0.32684
N4 -2.15310 -2.15325 0.11878
S1 -2.11192 -0.11395 1.90092
N5 -0.01707 -1.23602 0.57551
H1 4.71819 -2.67726 2.00528
H2 4.93770 -0.94152 2.22724
H3 4.80904 -1.64424 0.59304
H4 2.51082 -2.01278 2.53318
H5 2.52075 -2.11221 0.80206
H6 1.81426 0.18264 2.41011
H7 3.34111 0.54288 1.64098
H8 2.21528 0.96771 -0.28866
H9 0.43024 0.63530 -1.88673
H10 -3.11689 -0.97700 -1.83969
H11 -2.25675 0.13280 -2.91763
H12 -1.37493 -1.63773 -3.74735
H13 -1.85920 -2.60788 -2.57072
H14 -2.76789 1.54024 -1.54547
H15 -2.53198 1.54459 0.16865
H16 -0.01475 2.33138 -0.91734
H17 -1.43951 4.66270 -0.25902
H18 -1.97812 3.41424 0.90483
H19 -0.27742 3.81861 0.71402
H20 -1.91220 -2.78965 0.86476
H21 -3.15634 -2.02188 0.12295
H22 -0.98869 0.06293 2.60580
H23 0.23938 -1.40045 1.53814

***

6.
Entry from the OMol25 dataset: a structure of composition C26H25ClNOPSr at a distorted geometry (wB97M-V/def2-TZVPD).

Energy relative to the best compared isomer or geometry (same formula, charge and spin) = 8.667 eV
LUMO = -5.9 eV
HOMO energy = -0.4906 Eh
Gap between HOMO and LUMO = 7.415 eV
Calculated total energy = -53532.593 eV
Net charge = +2

Cartesian coordinates (Å):
Sr1 -0.75668 -0.76877 -0.60392
O1 -2.45246 0.90390 0.28990
C1 -3.76893 1.42329 -0.13001
C2 -4.75555 0.36892 -0.59835
C3 -4.51983 -0.24763 -1.99853
C4 -3.73953 -1.51498 -1.83514
C5 -4.36778 -2.80884 -1.53966
C6 -3.37569 -3.66891 -1.31645
C7 -2.06743 -3.00355 -1.30003
C8 -0.86922 -3.16886 -0.82393
N1 -2.45881 -1.53610 -1.84720
H1 -2.18978 1.44944 1.03952
H2 -3.58585 2.15787 -0.91508
H3 -4.19166 1.93692 0.73160
H4 -5.71852 0.88366 -0.60809
H5 -4.84480 -0.41421 0.15924
H6 -3.98220 0.45337 -2.63780
H7 -5.47720 -0.46281 -2.47096
H8 -5.42216 -3.01907 -1.62308
H9 -3.45481 -4.73308 -1.14303
H10 -0.27214 -3.92800 -0.35110
H11 1.82078 -2.34689 -1.09962
Cl1 0.55824 -3.61638 -3.40949
C9 1.78253 -3.49420 -4.56861
C10 3.12397 -3.76673 -3.95887
C11 3.51181 -5.13270 -4.49751
C12 3.93440 -5.91189 -3.49277
C13 3.87104 -5.16621 -2.24478
C14 3.38193 -3.92760 -2.47701
P1 3.18895 -2.66474 -1.27587
C15 3.90840 -1.14929 -1.86596
C16 5.24908 -1.13556 -2.25626
C17 5.81555 0.03904 -2.72200
C18 5.04769 1.19392 -2.81023
C19 3.70961 1.18083 -2.44063
C20 3.14147 0.00948 -1.96703
C21 3.77800 -3.18105 0.32146
C22 4.88988 -2.58381 0.91114
C23 5.32845 -3.03779 2.14626
C24 4.66146 -4.07413 2.78304
C25 3.54662 -4.66458 2.19720
C26 3.09947 -4.22095 0.96564
H12 3.81375 -3.03685 -4.40982
H13 3.44084 -5.38239 -5.54464
H14 4.29885 -6.92356 -3.58419
H15 4.18483 -5.55295 -1.28421
H16 5.84544 -2.03941 -2.20290
H17 6.85396 0.05331 -3.02310
H18 5.49231 2.10789 -3.17995
H19 3.11512 2.07955 -2.53097
H20 2.08279 0.00100 -1.71333
H21 5.40843 -1.77146 0.41856
H22 6.19209 -2.58154 2.61002
H23 5.01033 -4.42621 3.74449
H24 3.03188 -5.47139 2.70067
H25 2.23473 -4.68425 0.50256